Record 1
53
Properties=species:S:1:pos:R:3 method="wB97M-V/def2-TZVPD" homo_lumo_gap_ev=6.3966 total_energy_ev=-85400.505 molar_mass_g_mol=479.06 homo_ev=-9.36 smiles="C[C@H](Cl)CB(S)CC(=O)Cl.COP(=O)(OC)OC.COP(=O)(OC)OC"
C -3.414 6.042 1.696
C -1.823 5.704 1.799
Cl -1.479 3.905 1.829
C -1.161 6.521 3.047
B 0.204 7.200 2.439
S 1.511 5.977 1.815
C 0.473 8.799 2.315
C -0.774 9.633 1.736
O -0.805 9.888 0.500
Cl -2.157 10.228 2.820
H -3.467 7.196 1.662
H -3.945 5.599 2.610
H -3.769 5.601 0.703
H -1.370 6.129 0.821
H -1.878 7.346 3.429
H -0.933 5.799 3.921
H 1.354 6.072 0.421
H 0.818 9.233 3.325
H 1.363 8.946 1.588
C -0.259 -2.826 -2.181
O -1.161 -1.725 -2.076
P -1.011 -0.816 -0.619
O -2.307 -0.069 -0.915
O 0.287 -0.015 -1.246
C 0.177 0.599 -2.522
O -0.790 -0.023 0.885
C -0.658 1.388 0.896
H -0.332 -3.242 -3.187
H 0.771 -2.505 -2.008
H -0.527 -3.597 -1.455
H -0.859 0.808 -2.792
H 0.629 -0.053 -3.273
H 0.731 1.541 -2.497
H -1.406 1.872 0.265
H 0.345 1.676 0.572
H -0.795 1.731 1.920
C 0.442 -9.150 -2.985
O 0.716 -7.799 -2.622
P 0.729 -7.503 -0.924
O 0.747 -5.997 -1.155
O 2.261 -8.104 -0.833
C 3.261 -7.602 -1.708
O 0.688 -7.332 0.782
C 1.759 -6.663 1.424
H 0.600 -9.261 -4.059
H 1.108 -9.839 -2.460
H -0.596 -9.396 -2.749
H 3.015 -6.609 -2.090
H 3.387 -8.296 -2.543
H 4.202 -7.543 -1.156
H 2.028 -5.738 0.908
H 2.630 -7.319 1.489
H 1.443 -6.415 2.438

***

Record 2
45
Properties=species:S:1:pos:R:3 method="wB97M-V/def2-TZVPD" homo_lumo_gap_ev=7.2114 total_energy_ev=-55281.438 molar_mass_g_mol=502.88 homo_ev=-18.99 relative_energy_kj_mol=15.6 total_charge=+3
C 0.758 -3.443 -0.441
I 2.475 -1.918 -1.042
H -0.164 -2.798 -0.219
H 1.095 -4.025 0.436
H 0.569 -4.136 -1.286
Zr 0.234 -0.530 -0.089
P 0.417 -0.629 2.494
C 2.132 -0.614 3.115
C -0.361 0.634 3.538
H -0.270 0.266 4.570
H -0.178 -2.058 4.312
H -1.419 0.736 3.257
H -1.354 -2.215 2.940
H 2.573 0.375 2.907
H 0.180 1.583 3.421
C -0.292 -2.144 3.219
H 2.088 -0.792 4.201
H 0.256 -3.024 2.849
H 2.719 -1.395 2.607
P -0.552 0.195 -2.460
C 0.852 0.520 -3.569
C -1.540 -1.028 -3.366
H -2.452 1.591 -2.007
H -1.828 1.764 -3.696
H -0.966 2.570 -2.329
C -1.555 1.694 -2.633
H -2.432 -1.264 -2.768
H -1.823 -0.576 -4.331
H 0.425 0.758 -4.553
H 1.506 -0.363 -3.620
H -0.943 -1.938 -3.529
H 1.420 1.378 -3.183
Cl -2.118 -1.034 0.251
C 0.325 4.957 1.112
N 0.794 3.692 0.565
C 2.011 3.511 -0.130
C 2.030 2.196 -0.472
N 0.874 1.575 -0.005
C 0.126 2.522 0.605
H 1.007 5.358 1.864
H 0.218 5.713 0.333
H -0.650 4.840 1.591
H 2.737 4.295 -0.337
H 2.718 1.560 -0.984
H -0.852 2.275 1.041